1.
{"formula": "C6H8N", "method": "ωB97M-V with the def2-TZVPD basis set", "symbols": ["C", "C", "C", "C", "C", "C", "N", "H", "H", "H", "H", "H", "H", "H", "H"], "coordinates": [[-1.544251, -0.903098, -0.093587], [-2.439005, -0.206724, 0.590344], [0.595645, 0.319047, -1.032475], [2.433016, 0.050963, 0.768275], [1.486773, -0.435317, -0.026451], [-0.745088, 0.288645, -0.385069], [-1.656459, 1.068076, 0.208488], [-1.392889, -1.926929, -0.247822], [-3.374009, -0.185639, 1.084224], [0.929354, 1.372387, -1.519329], [0.484072, -0.511829, -1.728903], [2.987335, -0.680154, 1.290661], [2.758053, 1.141135, 0.756070], [1.280454, -1.494946, -0.062466], [-1.802997, 2.104377, 0.398037]], "atomic_forces_ev_per_a": [[4.75, -0.63, -2.56], [-1.94, 7.11, 1.73], [0.18, 1.34, -0.02], [-0.23, 1.55, -1.28], [0.45, 1.28, -0.01], [0.99, -3.11, -1.60], [-3.80, -0.18, 2.64], [0.11, -1.24, -0.36], [-0.62, -0.31, 0.33], [-0.65, -2.73, 1.34], [0.04, 0.79, -1.13], [0.69, -0.28, 0.90], [-0.54, -1.64, 0.18], [0.11, -0.20, 0.24], [0.47, -1.76, -0.41]], "mulliken_charge": [-0.1415, -0.4787, -0.2005, -0.7889, -0.2179, 0.2466, -0.0700, 0.4867, 0.4395, 0.3926, 0.2026, 0.2920, 0.2473, 0.2817, 0.3083], "s2": 2.00, "e_above_lowest_ev": 1.471, "total_charge": 1, "gap_ev": [9.66, 6.24], "e_lumo_ev": [-3.03, -7.64], "energy_ha": -287.69315, "multiplicity": 3}

2.
{"formula": "C15H21ClN3O2S2V", "method": "ωB97M-V with the def2-TZVPD basis set", "symbols": ["V", "Cl", "C", "C", "C", "C", "O", "C", "C", "O", "C", "H", "H", "H", "H", "C", "C", "C", "C", "C", "N", "H", "H", "H", "H", "H", "H", "H", "H", "H", "C", "N", "C", "S", "N", "C", "H", "H", "H", "H", "H", "H", "H", "H", "S"], "coordinates": [[-0.493541, -0.484076, -0.841768], [1.453155, 3.328675, -6.673028], [0.748799, 2.629977, -5.232055], [-0.538913, 3.022536, -4.835509], [-1.107865, 2.484309, -3.707726], [-0.425757, 1.519264, -2.944960], [-1.003929, 1.008827, -1.865929], [0.872793, 1.150118, -3.342063], [1.679262, 0.277224, -2.537794], [1.317017, -0.272619, -1.470814], [1.445706, 1.718292, -4.496747], [-1.079044, 3.750976, -5.430988], [-2.110600, 2.761526, -3.403459], [2.714838, 0.126369, -2.838842], [2.449470, 1.428606, -4.796993], [1.949197, -2.863252, 3.436647], [1.988345, -3.080086, 1.923654], [1.553003, -4.510646, 1.556338], [3.388430, -2.788586, 1.360301], [1.038006, -2.155257, 1.252911], [0.340783, -1.481495, 0.656833], [2.622024, -3.582860, 3.909583], [0.943262, -3.018435, 3.833234], [2.276483, -1.855385, 3.701941], [2.284550, -5.212585, 1.964213], [1.498832, -4.639065, 0.473645], [0.571689, -4.739965, 1.974496], [4.083700, -3.538315, 1.745228], [3.733991, -1.798783, 1.663514], [3.388129, -2.834293, 0.270036], [-1.832985, 3.593741, 1.153146], [-1.958907, 2.252070, 0.619615], [-2.528718, 1.223129, 1.251515], [-2.635695, -0.317441, 0.503253], [-3.014603, 1.491759, 2.473868], [-3.558847, 0.495601, 3.394437], [-1.565304, 4.260784, 0.338497], [-1.059282, 3.665866, 1.922018], [-2.778035, 3.953820, 1.566376], [-1.628833, 2.043925, -0.316407], [-2.857689, 2.411169, 2.842915], [-4.277128, -0.143400, 2.889861], [-4.060603, 1.030087, 4.200012], [-2.776083, -0.136531, 3.808913], [-1.049102, -2.175576, -1.951916]], "atomic_forces_ev_per_a": [[-1.54, -0.69, -0.39], [-0.09, -0.08, 0.18], [-0.05, 0.16, -0.17], [-0.02, 0.04, -0.04], [-0.11, 0.06, -0.15], [-0.47, -0.35, 1.00], [0.10, 1.77, -1.21], [0.31, -0.19, -0.03], [-0.42, -0.08, 0.65], [1.29, 0.41, -1.07], [0.25, -0.10, -0.05], [0.05, -0.08, 0.06], [0.07, -0.01, 0.00], [0.19, 0.01, -0.12], [-0.13, 0.02, 0.05], [-0.04, 0.01, 0.08], [-0.28, 0.09, -0.36], [0.00, 0.05, 0.03], [-0.04, 0.01, 0.00], [0.84, -0.71, 0.78], [0.37, -0.15, 0.76], [-0.04, 0.06, -0.01], [0.08, -0.01, -0.03], [-0.02, -0.07, -0.03], [-0.06, 0.03, -0.03], [0.03, 0.02, 0.07], [0.05, 0.01, -0.01], [-0.03, 0.07, -0.01], [-0.01, -0.04, -0.01], [0.00, -0.04, 0.06], [0.02, -0.07, -0.16], [0.18, 0.20, -0.17], [-0.09, -0.32, 0.01], [-0.21, 0.45, 0.67], [-0.19, -0.50, 0.23], [0.02, 0.22, -0.20], [0.04, 0.00, -0.01], [0.00, -0.03, 0.03], [-0.03, 0.01, -0.05], [-0.04, 0.07, -0.19], [-0.03, 0.03, 0.07], [-0.02, 0.03, -0.09], [0.02, -0.05, -0.02], [0.09, -0.03, 0.01], [-0.02, -0.24, -0.12]], "mulliken_charge": [0.6608, -0.2335, 0.1469, -0.5004, -0.6196, 0.4906, -0.5715, 0.7855, -0.3455, -0.4866, -0.8787, 0.4017, 0.4463, 0.3159, 0.3806, -1.6270, 2.0417, -1.6018, -1.5936, -0.4603, -0.0635, 0.3957, 0.3844, 0.3812, 0.4076, 0.3854, 0.4005, 0.4013, 0.3826, 0.3891, -1.1732, 0.0010, 0.5608, -0.3663, -0.1915, -0.9203, 0.3431, 0.3399, 0.3871, 0.2541, 0.1757, 0.3276, 0.3396, 0.3018, -0.5953], "s2": 2.08, "e_above_lowest_ev": 0.274, "total_charge": 0, "gap_ev": [5.27, 6.73], "e_lumo_ev": [-0.05, -0.09], "energy_ha": -3099.55552, "multiplicity": 3}

3.
{"formula": "C3H9N3O", "method": "ωB97M-V with the def2-TZVPD basis set", "symbols": ["H", "N", "C", "N", "O", "C", "C", "N", "H", "H", "H", "H", "H", "H", "H", "H"], "coordinates": [[1.439544, 1.951422, 0.658929], [0.973609, 1.111981, 0.586907], [1.511591, 0.096308, 0.032629], [2.739787, -0.137480, -0.368765], [0.761308, -1.006354, 0.010018], [-0.551495, -0.866949, 0.702916], [-1.716629, -0.606483, -0.347590], [-2.076879, 0.827866, -0.492498], [2.932260, 0.612762, -1.236845], [2.876845, -0.982765, -0.906973], [-0.609875, 0.298555, 1.324201], [-0.710630, -1.739815, 1.550884], [-1.152123, -0.798787, -1.254676], [-2.713442, -1.125721, -0.284000], [-2.560822, 1.059533, 0.434115], [-1.143055, 1.305922, -0.409245]], "atomic_forces_ev_per_a": [[1.83, 1.83, 0.00], [-0.46, -0.90, -1.07], [-3.82, 1.09, 2.81], [4.22, 2.88, -5.59], [-2.36, -1.07, 1.03], [-1.90, 1.52, 3.27], [0.70, 0.22, -0.29], [0.57, 0.35, 2.41], [-0.16, -2.02, 3.36], [-0.42, -0.63, 0.55], [0.80, -4.12, -1.54], [0.68, 1.94, -2.65], [-0.68, -0.72, -0.61], [1.50, -0.20, 0.17], [0.78, -0.02, -1.69], [-1.30, -0.15, -0.15]], "mulliken_charge": [0.1366, -0.6717, 0.6361, -0.6156, -0.4137, -0.2082, -0.5212, -0.7216, 0.3467, 0.3151, 0.2239, 0.2669, 0.2986, 0.3320, 0.2536, 0.3425], "smiles": "[H]/N=C(\\N)OCCN", "e_above_lowest_ev": 3.499, "total_charge": 0, "gap_ev": 9.79, "e_lumo_ev": 0.63, "energy_ha": -359.11586}

4.
{"formula": "C2H9N4O", "method": "ωB97M-V with the def2-TZVPD basis set", "symbols": ["N", "C", "N", "N", "H", "H", "H", "H", "H", "N", "C", "O", "H", "H", "H", "H"], "coordinates": [[-1.511386, -1.298568, 2.462755], [-0.480907, -0.748491, 1.662982], [-0.832669, -0.344771, 0.402942], [0.711251, -0.606417, 2.122217], [-1.379287, -1.277243, 3.491695], [-2.474082, -1.172748, 2.156908], [-1.592498, -0.785439, -0.082339], [-0.081779, 0.140708, -0.273484], [0.881806, -1.133491, 2.989900], [0.634693, 0.407438, -3.132088], [0.592007, 1.455781, -2.095594], [1.040488, 0.976559, -0.877914], [0.271351, 0.764101, -3.992306], [1.644583, 0.165557, -3.161963], [1.192975, 2.342463, -2.456592], [-0.466799, 1.796104, -2.043619]], "atomic_forces_ev_per_a": [[-0.54, -0.54, 0.62], [-0.05, 0.18, -0.13], [0.40, 0.35, -0.03], [0.58, -0.47, 0.07], [-0.06, 0.14, -1.49], [0.56, 0.13, 0.17], [-0.29, -0.18, 0.42], [0.39, -0.03, 0.88], [-0.57, 0.59, -0.23], [0.95, -0.71, 0.93], [0.38, -0.01, 1.68], [-0.68, 0.47, -1.66], [0.23, 0.22, -0.84], [-1.03, 0.04, -0.54], [-0.20, -0.23, 0.28], [-0.07, 0.06, -0.14]], "mulliken_charge": [-0.5014, 0.4381, -0.4218, -0.6451, 0.2040, 0.1994, 0.1576, 0.4606, 0.1311, -0.5354, -0.5474, -0.8632, 0.1996, 0.2230, 0.2514, 0.2496], "e_above_lowest_ev": 1.236, "total_charge": -1, "gap_ev": 7.12, "e_lumo_ev": 3.97, "energy_ha": -375.86554}

5.
{"formula": "C6H10N", "method": "ωB97M-V with the def2-TZVPD basis set", "symbols": ["C", "C", "C", "C", "C", "C", "N", "H", "H", "H", "H", "H", "H", "H", "H", "H", "H"], "coordinates": [[0.026803, -0.883375, -0.176098], [1.125808, 0.085127, -0.218220], [-1.324470, -0.722478, -0.163913], [2.465494, 0.083247, -0.044149], [3.905954, 0.242390, 0.118529], [-3.444838, 0.352688, 0.214476], [-2.040508, 0.368717, -0.221209], [0.310728, -1.871512, 0.048671], [0.956882, 1.186710, -0.497659], [-1.878559, -1.724972, -0.169605], [4.321212, 0.074954, 1.200053], [4.001344, 1.303548, -0.133210], [4.403829, -0.489705, -0.598412], [-3.887869, -0.433522, -0.401284], [-3.488711, -0.029749, 1.314850], [-3.903854, 1.270946, -0.160463], [-1.549243, 1.186993, -0.112354]], "atomic_forces_ev_per_a": [[1.39, 0.80, 0.26], [2.34, 0.71, 0.23], [0.09, -2.11, -0.49], [-2.98, -0.20, 0.11], [-0.34, -2.04, 0.92], [0.43, -1.56, 0.16], [-1.63, -1.07, 0.17], [0.62, -0.97, -0.09], [0.10, -1.08, 0.27], [0.56, 1.71, 0.24], [-1.07, 0.43, -1.85], [0.53, 0.15, -0.33], [-0.24, 1.40, 0.64], [-0.29, -0.02, 0.23], [-0.41, 1.51, -1.80], [-0.12, -0.01, 1.07], [1.03, 2.33, 0.26]], "mulliken_charge": [-0.4797, 0.0858, 0.0976, 0.1435, -0.7327, -0.8491, -0.1963, 0.3538, 0.2445, 0.2680, 0.3194, 0.2825, 0.3101, 0.3170, 0.2991, 0.3486, 0.1880], "e_above_lowest_ev": 3.136, "total_charge": 1, "gap_ev": 6.52, "e_lumo_ev": -5.64, "energy_ha": -288.96772}

6.
{"formula": "C3N2O3", "method": "ωB97M-V with the def2-TZVPD basis set", "symbols": ["N", "C", "C", "N", "O", "C", "O", "O"], "coordinates": [[-2.578059, 2.016695, 0.113437], [-1.661890, 1.278512, 0.119660], [-0.545246, 0.344788, 0.207586], [-0.424018, -0.577331, 1.113027], [0.712774, -1.266475, 0.700078], [1.231828, -0.710853, -0.423300], [2.186138, -1.089559, -0.995568], [0.459386, 0.412255, -0.705626]], "atomic_forces_ev_per_a": [[2.76, -2.21, -0.08], [-1.81, 1.53, 0.33], [-0.36, 0.13, 0.75], [-0.35, 0.98, -1.53], [0.05, -0.13, 0.28], [0.35, 0.22, 0.34], [-0.11, 0.18, -0.27], [-0.54, -0.71, 0.19]], "mulliken_charge": [-0.3339, 0.0741, 0.6358, -0.2495, -0.1130, 0.6869, -0.4458, -0.2546], "smiles": "N#Cc1noc(=O)o1", "e_above_lowest_ev": 2.134, "total_charge": 0, "gap_ev": 10.64, "e_lumo_ev": -0.86, "energy_ha": -449.49022}